{"formula": "C6H35NO12", "method": "ωB97M-V/def2-TZVPD", "symbols": ["C", "C", "C", "C", "C", "N", "C", "O", "H", "H", "H", "H", "H", "H", "H", "H", "H", "H", "H", "H", "H", "O", "H", "H", "O", "H", "H", "O", "H", "H", "O", "H", "H", "O", "H", "H", "O", "H", "H", "O", "H", "H", "O", "H", "H", "O", "H", "H", "O", "H", "H", "O", "H", "H"], "xyz": [[2.11, 1.56, -2.53], [2.86, 1.29, -1.44], [2.32, 1.46, -0.01], [0.90, 0.87, 0.06], [0.36, 1.23, 1.43], [0.87, -0.60, -0.11], [0.25, -1.14, -1.27], [-1.17, -1.35, -1.15], [1.08, 1.84, -2.39], [2.59, 1.46, -3.50], [3.87, 0.97, -1.64], [2.41, 2.56, 0.12], [3.07, 0.93, 0.63], [0.23, 1.30, -0.69], [0.50, 2.30, 1.62], [-0.71, 1.19, 1.49], [0.73, 0.54, 2.19], [0.78, -1.05, 0.80], [0.38, -0.54, -2.17], [0.71, -2.11, -1.62], [-1.42, -1.90, -0.38], [-2.93, -0.31, 3.72], [-2.36, 0.45, 3.92], [-2.66, -0.32, 2.78], [3.29, -1.24, -1.85], [3.77, -0.92, -1.08], [2.50, -1.52, -1.34], [2.85, 0.33, 3.32], [2.03, 0.78, 3.03], [2.62, -0.56, 3.03], [1.70, -3.61, 0.31], [1.12, -3.66, 1.07], [1.56, -4.48, -0.08], [-2.45, 3.34, 1.14], [-3.12, 3.10, 0.48], [-2.04, 2.47, 1.02], [-2.39, 0.95, -2.19], [-2.21, 1.47, -2.98], [-1.77, 0.61, -1.54], [-3.57, 0.94, 0.27], [-3.36, 0.08, -0.13], [-4.50, 0.94, -0.01], [-1.26, -2.66, 1.18], [-2.15, -2.27, 1.18], [-1.27, -3.57, 0.89], [0.34, 4.54, -1.00], [0.58, 3.62, -0.78], [-0.42, 4.62, -0.42], [1.91, -3.46, -2.45], [2.84, -3.19, -2.36], [1.68, -3.36, -3.38], [-4.08, -1.53, 1.37], [-4.77, -0.91, 1.09], [-4.19, -1.43, 2.33]], "mol_weight_g_mol": 313.3, "charge": 0, "homo_energy_ev": -9.05, "orbital_gap_ev": 8.900, "smiles": "C=CC[C@H](C)NCO.O.O.O.O.O.O.O.O.O.O.O", "energy_ha": -1207.11518, "lumo_ha": -0.00560}